1.
DFT (wB97M-V/def2-TZVPD) results for an isolated molecule of C6H9F2NO2.

```
20
C6H9F2NO2 wB97M-V/def2-TZVPD
N -0.0988 1.0762 1.2833
C -0.6974 0.6490 -0.0007
C -1.3533 -0.7015 0.1878
C -2.6420 -0.8906 -0.0405
F -3.4922 0.0336 -0.4430
F -3.2670 -2.0498 0.1045
C 0.3908 0.6381 -1.1026
C 1.8126 0.2387 -0.6716
C 1.9397 -1.1321 -0.0036
O 2.4192 -2.0939 -0.5549
O 1.5070 -1.1968 1.2621
H -0.8315 1.1057 1.9946
H 0.2607 2.0038 1.1983
H -1.4601 1.3461 -0.3324
H -0.7560 -1.5286 0.5457
H 0.4544 1.6490 -1.4873
H 0.0503 -0.0199 -1.8815
H 2.4432 0.1910 -1.5448
H 2.2574 1.0100 -0.0096
H 1.0629 -0.3280 1.4962
```

Computed properties:
DFT total energy: -17388.005 eV
LUMO energy: 0.0167 Ha
Total charge: 0
Maximum force: 1.0 eV/Å
SMILES: N[C@H](C=C(F)F)CCC(=O)O
Relative energy (zero: lowest compared OMol25 entry of this formula, charge and spin): 23.2 kcal/mol
Highest occupied orbital energy: -9.99 eV

2.
DFT (wB97M-V/def2-TZVPD) results for a structure of composition C17H32MnO7PSTe.

```
60
C17H32MnO7PSTe wB97M-V/def2-TZVPD
Mn 0.1167 -0.4996 0.0907
C -0.2585 -3.1001 1.8578
O 0.8256 -2.3590 1.2907
C 1.8086 -2.0154 2.2616
C 2.8849 -1.2578 1.5435
O 2.2506 -0.1677 0.8852
C 3.1072 0.6743 0.1351
C 2.2496 1.8038 -0.3454
O 1.1434 1.2329 -1.0425
C 0.3197 2.2311 -1.6578
H 0.1158 -4.0101 2.3282
H -0.9307 -3.3578 1.0447
H -0.7878 -2.4945 2.5962
H 2.2332 -2.9218 2.6991
H 1.3611 -1.4025 3.0458
H 3.3970 -1.8874 0.8109
H 3.6120 -0.8857 2.2672
H 3.5459 0.1238 -0.7017
H 3.9091 1.0655 0.7649
H 2.8209 2.4476 -1.0162
H 1.8863 2.3956 0.4986
H 0.9269 2.8535 -2.3164
H -0.1609 2.8483 -0.8974
H -0.4450 1.7196 -2.2325
C -4.3922 -0.4951 4.4995
C -3.8876 0.3382 3.3510
O -2.4657 0.0835 3.2071
P -1.6473 0.7058 2.0010
O -0.2062 0.2746 2.1571
Te -2.5454 0.0834 -0.1172
O -1.8238 2.2785 2.1142
C -1.2005 2.9927 3.2198
C -1.1321 4.4479 2.8387
H -5.4485 -0.2825 4.6690
H -3.8411 -0.2646 5.4117
H -4.2817 -1.5581 4.2839
H -4.0377 1.4035 3.5303
H -4.3864 0.0726 2.4182
H -0.2111 2.5766 3.4045
H -1.8095 2.8450 4.1128
H -0.5160 4.5887 1.9485
H -0.6937 5.0197 3.6587
H -2.1281 4.8423 2.6357
C -1.1092 -3.1810 -3.2880
S 0.5098 -2.7265 -2.7084
O 0.2529 -1.9415 -1.4475
C 0.9428 -1.5498 -3.9620
C 0.2334 -0.3594 -4.0800
C 0.6252 0.5597 -5.0377
C 1.7139 0.2848 -5.8623
C 2.4189 -0.9023 -5.7273
C 2.0389 -1.8278 -4.7631
H -1.7437 -2.2961 -3.2868
H -1.4967 -3.9343 -2.6047
H -1.0045 -3.5922 -4.2928
H -0.6042 -0.1502 -3.4229
H 0.0791 1.4881 -5.1492
H 2.0148 1.0044 -6.6126
H 3.2671 -1.1075 -6.3672
H 2.5848 -2.7576 -4.6422
```

Computed properties:
DFT total energy: -91215.976 eV
LUMO energy (alpha / beta): -0.0753 / -0.0757 Ha
Total charge: +1
2S+1: 6
Maximum force: 0.8 eV/Å
Relative energy (zero: lowest compared OMol25 entry of this formula, charge and spin): 9.1 kcal/mol
Highest occupied orbital energy (alpha / beta): -10.42 / -10.53 eV

- Which value of total charge does entry 2 give?
  +1

- Look up the relative energy (zero: lowest compared OMol25 entry of this formula, charge and spin) of the second one.
  9.1 kcal/mol

- The lowest relative energy (zero: lowest compared OMol25 entry of this formula, charge and spin) belongs to which entry?
  C17H32MnO7PSTe

Repeat the first record exactly.
DFT (wB97M-V/def2-TZVPD) results for an isolated molecule of C6H9F2NO2.

```
20
C6H9F2NO2 wB97M-V/def2-TZVPD
N -0.0988 1.0762 1.2833
C -0.6974 0.6490 -0.0007
C -1.3533 -0.7015 0.1878
C -2.6420 -0.8906 -0.0405
F -3.4922 0.0336 -0.4430
F -3.2670 -2.0498 0.1045
C 0.3908 0.6381 -1.1026
C 1.8126 0.2387 -0.6716
C 1.9397 -1.1321 -0.0036
O 2.4192 -2.0939 -0.5549
O 1.5070 -1.1968 1.2621
H -0.8315 1.1057 1.9946
H 0.2607 2.0038 1.1983
H -1.4601 1.3461 -0.3324
H -0.7560 -1.5286 0.5457
H 0.4544 1.6490 -1.4873
H 0.0503 -0.0199 -1.8815
H 2.4432 0.1910 -1.5448
H 2.2574 1.0100 -0.0096
H 1.0629 -0.3280 1.4962
```

Computed properties:
DFT total energy: -17388.005 eV
LUMO energy: 0.0167 Ha
Total charge: 0
Maximum force: 1.0 eV/Å
SMILES: N[C@H](C=C(F)F)CCC(=O)O
Relative energy (zero: lowest compared OMol25 entry of this formula, charge and spin): 23.2 kcal/mol
Highest occupied orbital energy: -9.99 eV